{
  "formula": "C8H11N3S",
  "method": "wB97M-V/def2-TZVPD",
  "elements": ["C", "C", "C", "C", "C", "C", "C", "C", "N", "N", "N", "S", "H", "H", "H", "H", "H", "H", "H", "H", "H", "H", "H"],
  "positions_angstrom": [[-3.641, -0.628, -0.417], [-1.627, 0.200, -0.079], [-2.333, -0.918, -0.605], [0.103, -0.542, -0.424], [1.161, 1.659, 0.101], [2.506, -0.235, -0.972], [1.786, -0.295, 1.413], [1.380, 0.155, 0.026], [-2.469, 1.113, 0.350], [-0.053, -1.708, -0.887], [-3.691, 0.583, 0.203], [-1.530, -2.404, -0.983], [-4.503, -1.244, -0.538], [1.920, 1.966, 0.855], [1.204, 2.030, -0.976], [0.085, 1.617, 0.475], [2.332, 0.254, -1.945], [3.451, 0.003, -0.602], [2.503, -1.296, -1.117], [2.745, 0.117, 1.818], [1.085, -0.155, 2.177], [2.036, -1.301, 1.580], [-4.451, 1.028, 0.547]],
  "forces_ev_per_a": [[-0.69, 0.11, 0.69], [2.47, -3.21, -1.88], [-0.59, -0.04, 0.72], [-2.52, 0.92, 0.94], [-1.21, -1.21, -0.59], [-1.97, 0.11, -0.62], [1.68, -0.01, 0.77], [0.94, -0.72, -0.91], [0.75, 0.81, 0.84], [1.64, 1.20, 0.85], [3.03, -2.04, -1.92], [-0.56, 0.49, -0.60], [-0.49, -0.06, -0.15], [-0.77, 0.85, -0.95], [0.05, 0.27, 1.76], [1.46, 1.42, -0.15], [0.15, -0.19, 0.34], [1.55, 0.78, 0.65], [-0.10, -0.66, -0.19], [-0.71, 0.63, -0.81], [-1.49, 0.83, 0.94], [-0.03, -2.00, -0.78], [-2.59, 1.74, 1.05]],
  "e_above_lowest_kcal_mol": 77.4,
  "homo_energy_ev": -8.33,
  "e_lumo_ev": 0.778,
  "fmax_ev_per_a": 4.47,
  "spin_multiplicity": 1
}


{
  "formula": "C41H42AsFeGe2N2O7S",
  "method": "wB97M-V/def2-TZVPD",
  "elements": ["Fe", "S", "C", "C", "C", "C", "C", "C", "As", "C", "C", "C", "C", "C", "C", "C", "C", "C", "C", "C", "C", "H", "H", "H", "H", "H", "H", "H", "H", "H", "H", "H", "H", "H", "H", "O", "C", "O", "C", "C", "C", "C", "C", "C", "O", "N", "O", "O", "N", "O", "O", "H", "H", "C", "C", "Ge", "C", "C", "C", "C", "Ge", "C", "C", "C", "C", "C", "C", "C", "C", "C", "C", "H", "H", "H", "H", "H", "H", "H", "H", "H", "H", "H", "H", "H", "H", "H", "H", "H", "H", "H", "H", "H", "H", "H", "H", "H", "H"],
  "positions_angstrom": [[-0.147, 0.867, -0.145], [-2.080, 0.380, 1.093], [-2.518, -0.789, 2.334], [-3.831, -1.277, 2.324], [-4.269, -2.167, 3.286], [-3.397, -2.596, 4.280], [-2.096, -2.118, 4.298], [-1.638, -1.216, 3.339], [0.175, -0.464, 3.372], [0.776, -1.332, 5.039], [1.641, -2.424, 5.083], [2.072, -2.941, 6.299], [1.644, -2.377, 7.491], [0.788, -1.283, 7.461], [0.370, -0.763, 6.246], [1.039, -1.712, 2.135], [0.457, -2.888, 1.668], [1.153, -3.716, 0.798], [2.436, -3.376, 0.388], [3.020, -2.205, 0.844], [2.321, -1.374, 1.709], [-4.501, -0.935, 1.543], [-5.290, -2.528, 3.257], [-3.725, -3.298, 5.037], [-1.425, -2.461, 5.077], [1.978, -2.882, 4.162], [2.744, -3.790, 6.312], [1.978, -2.781, 8.438], [0.454, -0.829, 8.386], [-0.285, 0.102, 6.237], [-0.541, -3.157, 1.992], [0.694, -4.628, 0.436], [2.976, -4.017, -0.299], [4.015, -1.928, 0.515], [2.782, -0.457, 2.064], [1.433, 3.046, 2.767], [1.475, 2.528, 1.667], [0.451, 2.335, 0.900], [2.815, 2.163, 1.076], [3.903, 2.752, 1.667], [5.180, 2.553, 1.153], [5.368, 1.826, 0.006], [4.273, 1.249, -0.616], [2.941, 1.274, -0.053], [1.970, 0.531, -0.442], [4.599, 0.640, -1.907], [3.707, 0.445, -2.702], [5.770, 0.436, -2.172], [6.333, 3.161, 1.802], [7.437, 2.969, 1.314], [6.141, 3.831, 2.801], [3.739, 3.367, 2.540], [6.347, 1.726, -0.430], [-4.442, -1.482, -2.157], [-3.007, -1.390, -1.641], [-2.112, 0.329, -2.043], [-3.126, 2.008, -1.765], [-4.644, 1.863, -1.761], [-1.916, 0.237, -4.009], [-0.647, 0.336, -4.412], [0.538, 0.449, -2.847], [1.302, -1.364, -2.686], [0.253, -2.385, -2.271], [1.267, 2.292, -2.854], [0.270, 3.373, -2.452], [-0.150, 0.323, -5.809], [-1.009, 0.293, -6.911], [-0.514, 0.283, -8.203], [0.858, 0.304, -8.430], [1.726, 0.334, -7.351], [1.224, 0.345, -6.056], [-4.797, -2.516, -2.119], [-4.531, -1.152, -3.196], [-5.134, -0.882, -1.563], [-2.403, -2.154, -2.136], [-2.958, -1.588, -0.572], [-2.803, 2.661, -2.579], [-2.807, 2.474, -0.832], [-5.022, 1.361, -2.655], [-5.123, 2.844, -1.708], [-4.981, 1.293, -0.892], [-2.746, 0.134, -4.715], [2.143, -1.356, -2.010], [1.672, -1.607, -3.688], [-0.195, -2.150, -1.301], [0.705, -3.376, -2.182], [-0.553, -2.457, -3.007], [1.539, 2.440, -3.905], [2.188, 2.358, -2.279], [-0.619, 3.354, -3.085], [0.731, 4.358, -2.561], [-0.049, 3.293, -1.413], [-2.080, 0.281, -6.751], [-1.200, 0.260, -9.041], [1.244, 0.297, -9.442], [2.797, 0.350, -7.509], [1.930, 0.364, -5.231]],
  "forces_ev_per_a": [[0.74, -0.34, 0.63], [-0.25, 0.34, 0.08], [0.17, -0.27, -0.09], [0.07, 0.05, -0.04], [0.03, -0.02, 0.06], [-0.11, -0.01, -0.05], [0.07, -0.01, -0.01], [0.03, -0.05, 0.03], [-0.10, -0.10, 0.12], [0.15, 0.00, -0.01], [-0.09, 0.02, 0.02], [0.00, -0.01, -0.01], [-0.01, 0.00, 0.01], [0.01, -0.02, 0.02], [-0.03, 0.07, -0.03], [-0.01, 0.07, -0.10], [0.05, 0.05, 0.02], [0.01, -0.03, 0.04], [0.00, -0.01, -0.04], [0.02, 0.03, 0.05], [0.04, -0.15, 0.10], [0.00, -0.01, 0.01], [0.02, 0.00, 0.01], [0.00, 0.01, -0.01], [-0.01, 0.02, -0.03], [0.02, -0.01, -0.03], [-0.01, 0.01, 0.00], [0.00, 0.00, -0.01], [0.00, 0.00, -0.01], [-0.01, 0.01, -0.02], [-0.05, -0.01, -0.02], [-0.01, 0.02, 0.01], [-0.01, -0.01, 0.01], [-0.01, 0.00, 0.00], [-0.03, -0.03, -0.03], [-0.06, 0.05, 0.00], [-0.04, 0.08, 0.05], [-0.23, 0.34, -0.14], [0.02, -0.14, -0.09], [0.05, -0.05, -0.01], [0.11, 0.09, 0.13], [-0.16, 0.07, -0.02], [0.02, -0.22, -0.02], [-0.17, -0.06, 0.14], [0.20, 0.41, -0.28], [0.10, 0.28, 0.25], [-0.62, -0.22, -0.32], [0.19, -0.23, 0.06], [0.02, 0.02, 0.01], [-0.06, 0.00, 0.02], [0.00, -0.03, -0.05], [0.00, 0.00, 0.01], [0.01, -0.02, -0.01], [-0.10, 0.02, -0.01], [0.07, -0.12, 0.07], [0.07, -0.07, -0.72], [0.08, 0.03, 0.24], [-0.07, -0.02, 0.02], [-0.28, 0.06, 0.02], [0.19, 0.05, -0.11], [-0.67, -0.03, 0.32], [0.11, 0.20, -0.24], [-0.06, -0.05, -0.06], [0.31, -0.14, -0.22], [-0.05, 0.02, -0.04], [0.00, -0.01, 0.00], [0.00, 0.02, 0.01], [0.00, -0.01, 0.00], [0.00, 0.01, -0.01], [-0.03, 0.00, 0.01], [0.05, -0.02, -0.06], [0.01, 0.00, 0.01], [0.02, -0.01, 0.02], [0.07, -0.01, -0.02], [-0.06, 0.10, 0.02], [-0.04, 0.01, 0.00], [0.00, -0.01, 0.00], [0.02, 0.01, -0.01], [0.04, 0.02, 0.02], [0.00, 0.00, 0.00], [0.04, 0.01, -0.03], [0.03, -0.02, 0.00], [0.12, 0.04, 0.18], [0.06, 0.02, 0.04], [0.05, 0.01, -0.01], [0.00, -0.01, -0.01], [0.08, 0.04, 0.02], [0.07, 0.00, 0.02], [-0.12, -0.05, 0.03], [-0.02, -0.03, 0.00], [-0.02, 0.00, -0.03], [0.00, -0.05, 0.06], [0.01, 0.00, 0.00], [0.01, 0.00, 0.01], [-0.01, 0.00, 0.01], [-0.02, 0.00, 0.00], [-0.04, 0.00, 0.03]],
  "s_squared": 6.02,
  "e_above_lowest_kcal_mol": 0.0,
  "homo_energy_ev": [-5.33, -5.44],
  "e_lumo_ev": [1.987, 1.870],
  "fmax_ev_per_a": 1.03,
  "spin_multiplicity": 5,
  "charge": -1
}


{
  "formula": "C4H6N2O",
  "method": "wB97M-V/def2-TZVPD",
  "elements": ["C", "C", "C", "N", "C", "O", "N", "H", "H", "H", "H", "H", "H"],
  "positions_angstrom": [[1.997, 0.492, 0.102], [0.569, 0.061, 0.008], [0.083, -1.329, -0.218], [-1.194, -1.368, -0.271], [-1.597, -0.021, 0.104], [-2.637, 0.479, -0.656], [-0.434, 0.847, 0.129], [2.250, 0.673, 1.151], [2.143, 1.426, -0.445], [2.677, -0.271, -0.285], [0.704, -2.216, -0.322], [-1.879, -0.194, 1.159], [-2.681, 1.423, -0.454]],
  "forces_ev_per_a": [[0.01, 0.00, 0.00], [-0.06, 0.18, 0.05], [-0.37, -0.10, -0.11], [0.50, -0.01, -0.10], [0.03, -0.20, 0.32], [-0.04, 0.02, -0.07], [0.27, -0.22, 0.11], [0.01, -0.02, -0.11], [-0.01, -0.12, 0.08], [-0.10, 0.10, 0.01], [-0.06, 0.12, -0.08], [-0.13, 0.36, 0.02], [-0.04, -0.12, -0.12]],
  "e_above_lowest_kcal_mol": 31.6,
  "homo_energy_ev": -10.50,
  "e_lumo_ev": 0.184,
  "fmax_ev_per_a": 0.51,
  "spin_multiplicity": 1
}